# 1
Density functional theory data (ωB97M-V/def2-TZVPD) for one molecule with the formula C3H6N2O2.

Output
Gap between HOMO and LUMO in eV: 10.7
SMILES string: [H]/N=C/OCC(N)=O

The geometry in XYZ format:
```
13
C3H6N2O2 (ωB97M-V/def2-TZVPD)
H 2.4395 0.9936 -1.4280
N 1.7551 0.4222 -0.9420
C 1.8079 0.6337 0.3018
O 1.0111 0.0072 1.1845
C -0.0514 -0.7324 0.6273
C -1.1413 0.2110 0.1108
N -2.2215 -0.4277 -0.4291
O -1.0689 1.4158 0.2248
H 2.4753 1.3109 0.8393
H 0.3070 -1.3813 -0.1789
H -0.4553 -1.3414 1.4410
H -2.9144 0.1577 -0.8709
H -2.1770 -1.3929 -0.7164
```

***

# 2
Density functional theory data (ωB97M-V/def2-TZVPD) for a 3-piece molecular cluster, C4H14N2O overall in a non-equilibrium geometry.

Output
Gap between HOMO and LUMO in eV: 9.2
Charge: +2

The geometry in XYZ format:
```
21
C4H14N2O (ωB97M-V/def2-TZVPD)
C 0.4931 1.0300 -0.0204
C 1.2607 -0.2197 -0.1967
C 0.0766 -1.1581 0.0719
C -0.0443 -1.9531 1.1314
N -0.7695 -1.4606 -1.1372
N 2.1521 2.5367 0.7093
H 0.0600 1.3684 -0.9619
H -0.0068 1.3732 0.8660
H 1.7097 -0.3520 -1.1777
H 2.0588 -0.2958 0.5384
H -0.5873 -2.8751 0.9722
H 0.4881 -1.6585 2.0236
H -0.3198 -1.0640 -1.9643
H -1.6568 -0.9279 -1.0489
H -0.9173 -2.4621 -1.2772
H 2.5253 2.2396 1.6017
H 2.8341 2.5434 -0.0417
H 1.7958 3.4879 0.7670
H -3.0718 0.4851 0.5424
H -3.1933 1.1449 -0.8662
O -2.7940 0.4133 -0.3776
```

***

# 3
Density functional theory data (ωB97M-V/def2-TZVPD) for a 6-piece molecular cluster, C3H18O5 overall in a non-equilibrium geometry.

Output
Gap between HOMO and LUMO (alpha / beta) in eV: 2.6 / 10.6
Spin multiplicity: 2
Charge: -1

The geometry in XYZ format:
```
26
C3H18O5 (ωB97M-V/def2-TZVPD)
C 1.0149 -1.4688 -0.1737
C 1.3266 0.0586 -0.3413
C 0.2236 0.7937 -1.0486
H 0.0548 -1.5498 0.4277
H 1.5598 -2.0154 0.5770
H 0.9259 -1.8222 -1.1923
H 2.2660 0.0798 -0.9137
H 1.5703 0.5008 0.6602
H -0.3812 1.3577 -0.3691
H 0.7716 1.5050 -1.7056
H -0.2868 0.1400 -1.7754
H -3.2939 -2.4084 -0.6980
H -2.6731 -1.1201 -1.1984
O -3.0261 -1.5362 -0.3902
H 2.1537 2.0590 2.0648
H 3.4345 2.5424 2.6523
O 2.9873 2.4801 1.8088
H -0.4336 1.4825 2.6720
H -0.8551 3.0276 2.4266
O -0.1384 2.4004 2.5830
H -0.8605 -1.4721 -3.7252
H 0.2424 -2.3315 -3.5438
O -0.7328 -2.4267 -3.5323
H -2.6617 -0.1110 1.8934
H -1.4847 -0.1957 0.9608
O -1.7034 0.0302 1.8810
```

***

# 4
Density functional theory data (ωB97M-V/def2-TZVPD) for a 2-piece molecular cluster, C6H12O overall.

Output
Gap between HOMO and LUMO in eV: 9.5
SMILES string: C/C=C(/C)O.C=C

The geometry in XYZ format:
```
19
C6H12O (ωB97M-V/def2-TZVPD)
C -1.9041 -1.6808 0.0512
C -0.5060 -1.5705 -0.4804
C 0.4955 -0.9335 0.1283
C 1.8881 -0.8296 -0.4252
O 0.3104 -0.3790 1.3718
H -2.6375 -1.5776 -0.7569
H -2.0990 -0.9095 0.8022
H -2.0791 -2.6560 0.5233
H -0.2779 -2.0715 -1.4182
H 2.1999 0.2194 -0.5246
H 1.9516 -1.2937 -1.4127
H 2.6050 -1.3218 0.2425
H 0.7601 0.4784 1.3863
C 0.2436 2.3200 -0.4445
C -0.5064 2.5548 0.6277
H 1.2577 2.7043 -0.5320
H -0.1261 1.7191 -1.2723
H -0.1448 3.1430 1.4684
H -1.5165 2.1608 0.7092
```

***

# 5
Density functional theory data (ωB97M-V/def2-TZVPD) for C11H12NO2 as an isolated structure in a non-equilibrium geometry.

Output
Gap between HOMO and LUMO in eV: 7.5
Charge: -1

The geometry in XYZ format:
```
26
C11H12NO2 (ωB97M-V/def2-TZVPD)
C -3.4541 0.1745 -0.7582
C 0.2009 0.9685 0.2664
C -1.1540 0.6313 0.5715
C -1.8630 0.3347 -0.6376
C -0.8843 0.5898 -1.6669
C 1.2674 0.7419 1.1503
C 0.9931 0.4739 2.4759
C -0.4013 0.5616 2.8883
C -1.4523 0.5324 2.0396
N 0.3787 0.9516 -1.1618
H 2.2211 0.7914 0.6428
H 1.7677 0.1279 3.1607
H 1.4718 0.9136 -1.6764
H -0.5434 0.6611 3.9834
H -1.2528 0.5073 -2.5957
H -2.4344 0.5581 2.4580
H -4.0719 0.8306 -0.2761
H -3.5853 -0.9017 -0.2287
H -3.8197 0.2049 -1.7113
C 1.8452 -1.8039 -1.1199
C 2.9763 -0.8889 -1.4399
O 4.1745 -1.1431 -1.3462
O 2.5538 0.2424 -1.9323
H 2.3026 -2.6920 -0.6880
H 1.5021 -1.8871 -2.0903
H 1.2616 -1.4809 -0.3077
```

***

# 6
Density functional theory data (ωB97M-V/def2-TZVPD) for C6H14OSb as an isolated structure.

Output
Gap between HOMO and LUMO in eV: 8.1
Charge: -1

The geometry in XYZ format:
```
22
C6H14OSb (ωB97M-V/def2-TZVPD)
C 3.3063 -2.0639 -0.3631
C 3.0439 -0.9672 0.0638
Sb 2.5853 1.1454 0.6209
O 0.8553 1.0228 -0.5337
C -0.2946 0.7277 0.2012
C -1.5262 0.7538 -0.7164
C -2.0709 -0.6485 -1.0081
C -2.8899 -1.1895 0.1662
H 3.5380 -3.0299 -0.7578
H 3.4043 1.6641 -0.8173
H 2.1594 2.8125 1.0505
H 1.7085 0.5292 1.9963
H 4.0593 1.2148 1.5788
H -0.4356 1.4488 1.0187
H -0.2139 -0.2717 0.6501
H -1.2855 1.2790 -1.6355
H -2.3212 1.3121 -0.2126
H -2.6780 -0.6448 -1.9148
H -1.2303 -1.3160 -1.2030
H -2.4498 -0.8629 1.1074
H -2.9326 -2.2762 0.1849
H -3.9060 -0.7977 0.1208
```

***

# 7
Density functional theory data (ωB97M-V/def2-TZVPD) for a 2-piece molecular cluster, C3H6O overall in a non-equilibrium geometry.

Output
Gap between HOMO and LUMO in eV: 10.2
SMILES string: C=C=O.C

The geometry in XYZ format:
```
10
C3H6O (ωB97M-V/def2-TZVPD)
C -1.1932 -1.2260 -0.1189
C -0.2951 -1.1969 0.8505
O 0.3773 -1.4170 1.7820
H -1.4994 -0.4056 -0.7562
H -1.8612 -2.0275 0.1201
C 0.8976 1.2565 -0.3732
H 0.5252 1.2004 0.6538
H 0.5117 2.1601 -0.8496
H 1.9866 1.2613 -0.3695
H 0.5506 0.3948 -0.9389
```

***

# 8
Density functional theory data (ωB97M-V/def2-TZVPD) for C33H24CrNO4 as an isolated structure in a non-equilibrium geometry.

Output
Gap between HOMO and LUMO (alpha / beta) in eV: 6.2 / 4.9
Spin multiplicity: 4
Charge: +2

The geometry in XYZ format:
```
63
C33H24CrNO4 (ωB97M-V/def2-TZVPD)
O 4.5454 1.3080 4.4587
C 4.3536 1.1683 3.3187
Cr 3.8710 0.6940 1.5541
C 2.3071 0.1642 2.5042
O 1.4710 -0.1944 3.2401
C 4.4922 -1.0408 2.0268
O 4.8268 -2.0483 2.5062
C 5.4818 1.7409 0.4638
C 4.5120 2.6541 0.9041
C 3.1614 2.4522 0.5935
C 2.7306 1.3003 -0.1119
C 1.2902 0.9282 -0.1438
C 0.0787 0.6957 -0.0553
C -1.3124 0.4034 0.3177
C -1.5931 -0.9563 0.8824
C -0.5613 -1.9278 1.0387
C -0.8968 -3.2142 1.5163
C -2.2528 -3.5639 1.7058
C -3.2865 -2.6387 1.4393
C -2.9301 -1.3157 1.1530
C -2.0215 1.5125 1.0526
C -1.8132 2.8024 0.5594
C -2.7089 3.8376 0.8678
C -3.6846 3.6154 1.8629
C -3.6974 2.4237 2.5843
C -2.8562 1.3870 2.2056
C 3.7248 0.4148 -0.5785
C 5.0771 0.5948 -0.2388
H 6.5436 1.9150 0.6860
H 4.8245 3.5169 1.4981
H 2.4253 3.1754 0.9491
H 0.4503 -1.6842 0.7608
H -0.0804 -3.9449 1.7279
H -2.5024 -4.5548 2.0847
H -4.3689 -2.8995 1.4538
H -3.7091 -0.5654 1.0694
H -0.9928 2.9755 -0.1498
H -2.5951 4.8046 0.3706
H -4.3669 4.4162 2.1255
H -4.3308 2.2924 3.4743
H -2.8492 0.4639 2.7844
H 3.4421 -0.4600 -1.1725
H 5.8322 -0.1512 -0.5139
C -0.6107 -4.5269 -2.3878
O -0.3850 -3.6620 -3.5193
C -0.5799 -2.3217 -3.3229
C -1.4393 -1.8009 -2.2979
C -1.5967 -0.4263 -2.2189
C -0.8342 0.3888 -3.1091
N -1.2535 1.7040 -2.9423
C -2.1930 1.7797 -1.9737
C -2.2783 0.5165 -1.3100
C 0.0831 -0.0937 -4.0468
C 0.1762 -1.4672 -4.1851
H -0.1690 -5.4717 -2.7065
H -0.1137 -4.1382 -1.4832
H -1.6894 -4.6354 -2.2071
H -1.9888 -2.4702 -1.6366
H -0.9151 2.4914 -3.4959
H -2.6149 2.7189 -1.6307
H -3.1721 0.2239 -0.7600
H 0.6846 0.6120 -4.6396
H 0.8585 -1.9186 -4.9023
```

***

# 9
Density functional theory data (ωB97M-V/def2-TZVPD) for a 3-piece molecular cluster, C23H47Br2N4O8P overall in a non-equilibrium geometry.

Output
Gap between HOMO and LUMO in eV: 8.7
SMILES string: CCOC[C@@](CO[C@H](CC)CCCCNC(C)=O)(NP(=O)(O)O)/C(Br)=C(/C)Br.CN(C)C=O.CN(C)C=O

The geometry in XYZ format:
```
85
C23H47Br2N4O8P (ωB97M-V/def2-TZVPD)
C 3.8610 3.0017 4.1539
C 2.6583 1.9618 4.3070
O 3.0167 0.5819 4.1136
C 3.1716 0.2706 2.6871
C 1.8965 -0.5932 2.2706
C 0.5909 0.3051 1.9404
O 0.7109 0.9979 0.6861
C -0.2076 2.1027 0.5795
C -0.9308 2.1139 -0.8675
C -1.1134 0.6524 -1.4862
C 0.6948 3.4496 0.6059
C 2.0057 3.3243 -0.3150
C 2.4595 4.6969 -0.9928
C 4.0487 4.6194 -1.2607
N 4.5372 3.2400 -1.5838
C 4.4874 2.9518 -3.0026
C 5.7153 2.2144 -3.7306
O 3.4889 3.2247 -3.7087
N 2.0643 -1.5123 1.1138
P 3.3413 -1.1005 0.0139
O 3.0816 -1.9086 -1.2808
O 4.9011 -1.6212 0.5315
O 3.3727 0.5221 -0.4406
C 1.4778 -1.4409 3.5902
Br -0.1921 -1.0402 4.6188
C 2.2582 -2.4841 4.1270
C 1.7994 -3.2706 5.4561
Br 3.9766 -3.0482 3.3469
H 4.5742 2.9049 5.0290
H 3.3904 4.0474 4.2439
H 4.3642 2.9089 3.1389
H 1.8014 2.3342 3.6603
H 2.2882 2.0448 5.3922
H 3.2630 1.2624 2.1141
H 4.1688 -0.2644 2.6073
H 0.3498 1.0549 2.7565
H -0.2636 -0.4547 1.8232
H -1.0092 2.1366 1.3821
H -1.9779 2.5645 -0.7795
H -0.3588 2.7314 -1.6335
H -1.6372 -0.0539 -0.7533
H -1.7838 0.7197 -2.4160
H -0.1340 0.1980 -1.8517
H 0.0667 4.3486 0.2606
H 1.0723 3.6506 1.6704
H 1.8008 2.5766 -1.1496
H 2.8275 2.8864 0.3549
H 2.2409 5.5601 -0.2787
H 1.8934 4.9109 -1.9673
H 4.6032 4.9635 -0.3191
H 4.3183 5.2923 -2.1400
H 5.5050 3.1513 -1.2282
H 5.6789 1.0899 -3.5043
H 5.6506 2.4207 -4.8545
H 6.7040 2.5951 -3.3214
H 2.0373 -2.5058 1.3623
H 4.8605 -2.5883 0.3596
H 4.0344 0.5956 -1.1639
H 1.9951 -2.5838 6.3363
H 0.7244 -3.6051 5.3443
H 2.4663 -4.1848 5.5895
C -4.6984 -2.8792 -4.8938
N -3.9067 -2.1584 -3.9193
C -2.5142 -1.8764 -4.2138
C -4.4306 -1.7365 -2.7322
O -3.8144 -1.1260 -1.8714
H -4.2440 -3.8580 -5.0703
H -4.7175 -2.3125 -5.8287
H -5.7205 -3.0185 -4.5393
H -1.8848 -2.3318 -3.4452
H -2.3559 -0.7956 -4.1994
H -2.2426 -2.2735 -5.1924
H -5.4971 -2.0023 -2.6066
C -7.7683 -4.5846 0.9979
N -7.9323 -3.9849 -0.3107
C -9.2383 -4.0185 -0.9413
C -6.9007 -3.3912 -0.9670
O -6.9732 -2.8702 -2.0659
H -8.0256 -5.6451 0.9395
H -8.4355 -4.0861 1.7054
H -6.7396 -4.4854 1.3466
H -9.1629 -4.5462 -1.8949
H -9.5706 -2.9957 -1.1331
H -9.9594 -4.5238 -0.2988
H -5.9547 -3.4195 -0.4028
```

***

Record-wise calculated total energy values, in a.u.: -377.91088 -344.83797 -501.23422 -310.99732 -631.59417 -552.31985 -193.09410 -2671.36415 -7214.81245